{"formula": "C4H7LiO2V", "method": "ωB97M-V with the def2-TZVPD basis set", "species": ["O", "C", "C", "Li", "V", "H", "H", "H", "C", "C", "O", "H", "H", "H", "H"], "xyz": [[-0.076902, -0.818232, 1.343779], [1.297618, -0.879326, 1.268244], [1.933473, 0.315715, 1.441248], [0.308040, -0.627331, 3.229274], [-1.265546, -1.534556, 0.233765], [1.759935, -1.700571, 0.709009], [1.507102, 1.120232, 2.050391], [3.010483, 0.362818, 1.286519], [-1.312116, 0.719417, -1.165355], [-0.764464, -0.450530, -1.695618], [-1.618887, 1.514076, -2.180438], [-1.687579, 1.367514, -0.355480], [-1.322498, -1.147515, -2.328289], [0.286948, -0.559844, -1.965283], [-2.055606, 2.318135, -1.871767]], "forces_ev_per_a": [[0.56, -0.62, 2.52], [1.06, 3.10, -1.92], [0.57, -2.00, 1.34], [0.08, 0.06, 0.17], [-1.03, -0.99, -1.78], [-0.28, -0.01, 0.52], [-0.20, 0.14, -0.80], [-0.21, 0.03, 0.06], [-1.05, 3.62, -5.04], [0.50, -3.66, 3.05], [-0.39, -0.46, 0.69], [1.16, -1.56, 1.58], [-0.52, 1.37, -0.83], [0.17, 0.29, 0.73], [-0.42, 0.69, -0.29]], "gap_ev": [7.85, 8.15], "s2": 3.768, "max_force_ev_per_a": 6.293, "charge": 2, "spin_multiplicity": 4, "homo_ev": [-16.725, -17.130]}